DFT (ωB97M-V/def2-TZVPD) results for an isolated ion of composition C21H38F12N4O5PS2 and charge +1.

Properties
gap between HOMO and LUMO	7.494	eV
SMILES	CCOCCON1C(N)=[N+](P(C)C)[C@@](CCCCCN)(CCCCC(F)(F)C(F)(F)S(F)(F)(F)(F)F)[C@]1(O)S(=O)(=O)C(F)(F)F
net charge	+1
LUMO energy	-0.1333	Eh
HOMO level	-0.40868	Ha
electronic energy	-3753.8530	hartree

Geometry as XYZ:
```
83
Properties=species:S:1:pos:R:3:forces:R:3:mulliken_charge:R:1
C 4.653 -3.724 0.697 -0.17 0.20 -0.06 -0.977
C 4.457 -2.816 1.925 0.89 -0.39 -0.80 -0.207
O 3.140 -2.907 2.442 0.02 0.14 0.17 -0.367
C 2.604 -1.649 2.743 -0.40 0.18 -0.68 0.048
C 1.114 -1.767 3.105 1.30 0.20 0.50 -0.865
O 0.358 -1.521 1.899 -0.16 -0.23 0.51 -0.137
N -0.548 -0.488 2.008 0.97 0.93 0.58 1.406
C -0.069 0.779 1.960 -1.42 -0.94 -1.80 -1.756
N 1.032 1.255 2.544 0.47 -0.04 1.20 0.177
N -0.876 1.487 1.179 0.36 1.91 0.80 0.930
P -1.546 3.030 1.742 -2.06 1.33 -0.33 0.286
C -0.886 3.484 3.400 1.29 -0.73 -0.48 -1.043
C -0.923 4.371 0.622 0.85 -0.78 0.93 -1.144
C -1.656 0.618 0.270 1.39 -1.37 -2.14 1.816
C -2.802 1.169 -0.578 -1.61 0.22 0.48 -0.953
C -3.977 0.178 -0.857 0.74 0.51 -0.40 -1.415
C -3.664 -0.937 -1.869 -1.87 -0.46 0.35 0.085
C -4.887 -1.914 -1.876 0.24 -0.67 0.15 -0.868
C -4.529 -3.248 -1.181 0.26 0.15 -0.02 -0.344
N -3.607 -4.083 -1.954 -0.14 -0.04 0.32 -0.589
C -0.568 0.168 -0.791 0.55 0.44 -0.27 -2.478
C 0.150 1.349 -1.487 -0.04 -0.44 -0.91 -0.512
C 1.634 1.009 -1.825 -0.88 0.53 1.03 -0.101
C 2.406 2.336 -1.883 -0.61 -0.39 -0.77 -1.271
C 3.880 2.321 -2.293 -0.82 0.38 1.40 0.821
F 4.127 3.253 -3.211 0.08 0.04 -0.98 -0.306
F 4.584 2.750 -1.200 0.24 -0.36 0.42 -0.347
C 4.555 0.977 -2.673 1.20 0.69 -0.34 0.462
F 5.860 1.222 -2.642 0.84 0.50 -0.44 -0.282
F 4.398 0.037 -1.766 -1.18 -0.66 0.72 -0.260
S 4.228 0.291 -4.389 1.55 -1.21 -1.21 1.385
F 5.168 1.381 -5.032 -0.40 0.59 0.14 -0.293
F 2.959 1.204 -4.615 -0.36 0.06 0.32 -0.306
F 3.369 -0.909 -3.809 -0.68 0.37 0.17 -0.296
F 5.514 -0.635 -4.243 -0.11 -0.12 0.30 -0.303
F 4.007 -0.308 -5.828 -0.23 0.02 -0.07 -0.294
C -1.787 -0.633 1.131 0.99 -0.72 1.37 -1.821
O -1.629 -1.844 0.539 -1.29 0.18 -0.71 -0.307
S -3.138 -0.891 2.425 -0.27 -1.95 1.47 1.334
O -4.145 -1.795 1.993 -1.13 0.54 -1.98 -0.643
O -2.472 -1.468 3.549 1.43 0.92 0.82 -0.673
C -3.949 0.650 3.077 -0.60 -0.54 0.36 0.700
F -4.406 1.451 2.161 0.18 0.82 -1.04 -0.204
F -4.969 0.224 3.767 -0.92 -0.84 0.52 -0.215
F -3.148 1.242 3.927 1.11 0.83 0.07 -0.201
H 4.534 -3.147 -0.225 -0.07 -0.13 0.06 0.131
H 5.659 -4.146 0.688 -0.09 0.03 0.02 0.354
H 3.932 -4.543 0.667 0.08 0.06 0.20 0.309
H 4.693 -1.794 1.597 -0.22 0.01 0.26 0.267
H 5.219 -3.083 2.667 -0.42 0.05 0.29 0.342
H 2.643 -1.040 1.821 0.04 0.11 0.25 -0.069
H 3.174 -1.098 3.508 -0.08 -0.33 0.14 0.374
H 0.917 -1.006 3.860 -0.46 -0.16 -0.09 0.338
H 0.922 -2.753 3.534 -0.32 0.04 -0.31 0.512
H 1.815 1.666 2.060 -0.43 0.25 -0.21 0.199
H 1.096 1.185 3.550 0.37 -0.31 -0.22 0.378
H 0.143 3.860 3.354 -0.18 0.11 0.07 0.350
H -0.858 2.596 4.038 -0.29 0.17 0.04 0.269
H -1.536 4.231 3.853 -0.14 -0.07 -0.23 0.442
H 0.173 4.311 0.603 -0.12 0.21 -0.39 0.251
H -1.368 4.320 -0.370 0.06 -0.01 0.07 0.349
H -1.174 5.312 1.119 -0.17 -0.09 -0.13 0.458
H -3.285 2.053 -0.146 0.35 -0.11 0.33 0.427
H -2.470 1.494 -1.566 0.48 -0.06 0.23 0.433
H -4.740 0.805 -1.333 -0.03 -0.11 0.13 0.578
H -4.450 -0.184 0.060 0.25 -0.19 -0.06 0.460
H -3.616 -0.492 -2.866 0.61 -0.02 0.12 0.313
H -2.803 -1.552 -1.610 0.24 0.40 -0.20 -0.104
H -5.193 -2.184 -2.892 0.03 0.24 0.04 0.437
H -5.760 -1.475 -1.380 0.14 0.12 -0.09 0.401
H -4.038 -3.052 -0.222 -0.21 0.17 -0.02 0.008
H -5.423 -3.827 -0.940 0.05 0.03 -0.16 0.412
H -2.879 -3.516 -2.372 -0.06 -0.21 -0.17 0.229
H -4.083 -4.624 -2.664 0.11 0.20 -0.09 0.264
H 0.201 -0.474 -0.346 -0.24 0.09 0.20 0.701
H -1.027 -0.430 -1.577 -0.20 -0.08 0.30 0.776
H 0.064 2.316 -0.982 0.07 -0.25 0.26 0.106
H -0.335 1.481 -2.462 -0.06 0.31 0.20 0.600
H 2.016 0.393 -1.004 0.18 -0.10 -0.31 0.220
H 1.604 0.435 -2.749 0.45 0.02 0.09 0.298
H 1.878 3.008 -2.568 0.22 -0.11 -0.10 0.356
H 2.319 2.814 -0.904 0.32 -0.06 -0.04 0.485
H -1.980 -2.562 1.098 0.13 0.01 -0.21 0.673
```
Forces are in eV/Å.

=====

DFT (ωB97M-V/def2-TZVPD) results for a 3-piece molecular cluster, C39H77N4O7 overall.

Properties
gap between HOMO and LUMO	5.326	eV
net charge	+1
LUMO energy	-0.1743	Eh
HOMO level	-0.36998	Ha
electronic energy	-2277.2534	hartree

Geometry as XYZ:
```
127
Properties=species:S:1:pos:R:3:forces:R:3:mulliken_charge:R:1
C 4.006 -0.887 5.078 0.09 -0.48 -0.37 -1.097
C 4.020 -0.332 3.567 -1.10 0.19 0.39 0.341
C 2.984 0.905 3.486 0.15 -0.70 -0.47 -0.784
C 1.686 0.412 2.661 0.26 1.64 -0.10 -0.652
C 1.922 0.625 1.053 -0.66 -0.48 1.17 2.060
C 1.807 -0.753 0.233 0.38 -0.40 0.02 -0.747
C 3.119 -1.167 -0.600 0.09 -0.38 -0.38 -0.488
C 3.859 0.043 -1.356 0.31 -0.85 0.06 -0.805
C 2.910 0.938 -2.294 0.68 0.26 -0.18 -0.325
C 3.239 2.515 -2.067 -0.66 -0.36 -0.32 -0.923
C 2.015 3.301 -1.319 1.38 0.21 -0.57 -0.321
C 2.677 4.089 -0.084 -0.99 -0.43 0.33 -0.894
C 1.653 4.509 1.078 0.33 0.65 -0.62 -0.287
C 0.320 5.246 0.567 -0.37 -1.05 0.85 -0.571
C -0.622 5.440 1.896 0.21 -0.37 -0.87 -0.621
C -1.837 4.391 1.858 -2.95 0.43 0.83 0.618
C -3.246 4.949 2.251 -0.63 -3.89 -0.94 -0.987
C -4.477 4.000 2.200 3.32 -0.44 -1.20 0.390
C -5.942 4.579 2.562 -2.16 1.29 2.86 0.084
O -6.207 5.105 3.669 2.01 -2.23 -4.15 -0.462
O -7.029 4.472 1.619 2.35 -1.26 1.42 -0.447
C -4.252 2.488 1.782 2.24 2.47 -0.04 -0.098
C -5.555 1.570 1.726 0.47 0.26 0.57 -0.196
C -5.287 0.000 1.922 -0.66 0.56 0.97 -1.342
N -5.063 -0.759 0.660 -1.08 -0.70 0.63 0.668
C -4.965 -2.241 0.975 1.06 -1.66 -0.72 -0.602
C -3.838 -2.875 -0.026 -0.96 1.08 0.66 -0.764
C -6.198 -0.645 -0.287 -3.33 0.36 -1.42 0.017
C -5.819 -0.111 -1.775 0.43 0.86 1.89 -0.768
O -7.407 -0.883 -0.018 4.66 0.82 -0.31 -0.558
C -2.816 2.060 1.432 -2.09 2.07 0.91 -0.207
N -1.695 3.000 1.494 -2.92 1.65 0.81 0.405
H 4.917 -0.474 5.634 -1.43 -0.74 -0.56 0.248
H 3.032 -0.576 5.621 1.67 -0.41 -0.89 0.360
H 4.010 -2.045 5.075 0.30 1.91 0.12 0.161
H 5.043 0.010 3.193 -1.26 -0.70 0.76 0.413
H 3.635 -1.159 2.865 0.81 1.28 0.99 -0.373
H 2.655 1.247 4.530 0.66 -0.45 -1.49 0.468
H 3.541 1.768 2.960 -1.29 -1.06 0.73 0.163
H 0.815 1.107 2.988 1.11 -1.26 -0.48 0.108
H 1.422 -0.667 2.923 0.37 1.50 -0.33 0.445
H 2.926 1.159 0.963 -1.37 -0.87 -0.25 -0.323
H 1.104 1.359 0.723 1.24 -1.00 0.16 -1.324
H 1.602 -1.620 0.974 0.28 1.44 -1.16 0.381
H 0.913 -0.738 -0.481 1.20 0.14 0.97 0.284
H 3.897 -1.690 0.073 -1.26 0.90 -0.84 -0.039
H 2.793 -1.976 -1.363 0.51 1.34 1.13 0.337
H 4.694 -0.424 -2.008 -1.28 0.77 1.12 0.437
H 4.406 0.653 -0.536 -0.99 -0.71 -1.48 0.274
H 3.092 0.693 -3.410 -0.23 0.22 1.88 0.412
H 1.815 0.675 -2.092 1.45 0.62 -0.19 0.096
H 3.467 3.018 -3.076 -0.43 -0.75 1.51 0.380
H 4.204 2.585 -1.450 -1.49 -0.02 -0.85 0.477
H 1.581 4.031 -2.092 0.42 -0.94 1.31 0.535
H 1.193 2.561 -1.035 1.17 1.01 -0.18 0.016
H 3.166 5.035 -0.496 -0.39 -1.38 0.65 0.429
H 3.449 3.381 0.405 -1.03 1.37 -0.84 0.259
H 2.208 5.268 1.749 -0.93 -1.34 -0.75 0.333
H 1.365 3.585 1.712 0.46 1.37 -0.92 -0.043
H -0.296 4.553 -0.127 1.26 1.26 0.72 0.187
H 0.517 6.246 0.031 -0.27 -1.63 0.94 0.430
H -0.984 6.538 1.883 0.03 -2.09 0.34 0.307
H -0.001 5.257 2.853 -1.04 0.30 -1.50 0.384
H -3.424 6.040 2.571 0.65 -1.95 -0.65 0.352
H -7.750 3.975 2.087 0.70 0.97 -0.38 0.386
H -6.135 1.852 0.784 0.80 -0.58 1.14 0.418
H -6.220 1.898 2.616 1.17 -0.49 -1.42 0.423
H -6.185 -0.424 2.506 1.18 0.63 -0.85 0.393
H -4.376 -0.100 2.623 -1.28 -0.06 -1.25 0.571
H -5.927 -2.814 0.752 1.03 1.07 0.53 0.335
H -4.707 -2.445 2.074 -0.24 0.62 -1.61 0.412
H -2.948 -2.154 0.020 -1.05 -1.39 -0.14 0.094
H -3.593 -3.943 0.289 -0.20 1.50 -0.61 0.374
H -4.295 -2.826 -1.079 0.90 -0.30 1.49 0.204
H -5.507 -0.952 -2.478 -0.52 1.19 0.98 0.302
H -4.945 0.628 -1.599 -1.19 -1.39 -0.64 0.090
H -6.703 0.513 -2.133 1.08 -1.26 0.22 0.329
H -2.619 0.973 1.100 -0.12 2.09 0.58 0.506
H -0.735 2.674 1.253 -1.02 0.20 0.20 -0.068
C 3.435 -8.084 2.467 -0.12 0.10 0.28 -0.703
O 4.112 -7.667 3.642 0.17 -0.26 -0.42 -0.326
C 5.517 -7.938 3.619 0.14 0.49 0.58 -0.822
C 6.322 -6.644 3.461 -0.35 -0.32 -0.38 -0.131
N 6.168 -6.080 2.120 0.05 0.18 0.22 -0.295
C 6.655 -4.704 1.989 -0.29 -0.12 -0.07 -0.973
C 6.009 -3.623 2.872 0.28 0.20 -0.35 -0.515
O 4.654 -3.328 2.544 0.17 -0.24 0.25 -0.151
C 3.705 -4.235 3.082 -0.12 0.28 -0.27 -0.680
H 2.362 -8.045 2.664 0.11 0.02 0.07 0.228
H 3.647 -7.413 1.629 0.03 -0.13 -0.18 0.288
H 3.698 -9.111 2.198 0.02 0.07 -0.06 0.341
H 5.783 -8.677 2.860 -0.10 0.10 -0.15 0.393
H 5.758 -8.368 4.596 0.03 0.00 -0.07 0.398
H 7.380 -6.855 3.644 -0.04 0.03 -0.02 0.406
H 5.974 -5.947 4.230 0.04 -0.08 0.23 0.118
H 5.189 -6.093 1.864 0.10 -0.06 0.03 0.072
H 6.495 -4.419 0.944 0.05 0.09 0.07 0.383
H 7.738 -4.699 2.153 -0.06 0.02 0.10 0.434
H 6.561 -2.694 2.692 -0.08 -0.03 -0.03 0.362
H 6.115 -3.827 3.942 -0.14 -0.15 0.01 0.415
H 4.000 -4.615 4.063 0.06 -0.09 -0.07 0.390
H 3.530 -5.055 2.385 -0.04 -0.21 0.18 0.076
H 2.755 -3.704 3.192 0.07 0.09 0.02 0.314
C -3.059 -0.847 -7.502 0.31 -0.01 0.08 -0.688
O -2.196 0.278 -7.457 -0.46 -0.04 -0.22 -0.324
C -2.734 1.438 -8.101 0.51 0.44 0.34 -0.817
C -3.130 2.500 -7.071 -0.24 -0.52 -0.17 -0.159
N -4.306 2.087 -6.305 0.20 0.19 0.18 -0.298
C -4.561 2.900 -5.113 0.04 -0.33 -0.06 -0.791
C -3.471 2.954 -4.030 -0.41 0.18 0.14 -0.511
O -3.277 1.728 -3.329 0.21 0.26 -0.14 -0.205
C -2.460 0.783 -4.005 -0.14 -0.18 0.34 -0.695
H -2.485 -1.724 -7.196 0.03 0.13 -0.02 0.232
H -3.895 -0.733 -6.807 -0.19 -0.07 -0.10 0.273
H -3.437 -1.020 -8.514 -0.07 0.02 0.07 0.338
H -3.561 1.192 -8.771 -0.10 -0.10 0.15 0.397
H -1.924 1.847 -8.713 -0.08 0.00 0.00 0.395
H -3.350 3.439 -7.590 -0.01 -0.03 0.04 0.414
H -2.266 2.663 -6.420 0.20 0.09 -0.12 0.135
H -4.192 1.125 -6.011 -0.01 0.07 -0.11 0.037
H -5.468 2.496 -4.652 0.05 0.10 0.06 0.346
H -4.800 3.921 -5.430 0.11 -0.01 0.03 0.432
H -3.808 3.672 -3.274 -0.02 -0.08 -0.01 0.314
H -2.518 3.344 -4.403 0.05 -0.17 -0.12 0.384
H -1.665 1.258 -4.585 -0.10 0.00 -0.10 0.329
H -3.073 0.142 -4.640 0.17 -0.03 -0.22 0.140
H -1.998 0.137 -3.255 -0.03 0.10 0.04 0.320
```
Forces are in eV/Å.

=====

DFT (ωB97M-V/def2-TZVPD) results for C33H37N3O3OsP2SbSe2 as an isolated structure.

Properties
gap between HOMO and LUMO	6.581	eV
net charge	+3
LUMO energy	-0.3505	Eh
HOMO level	-0.59230	Ha
ΔE to the lowest compared entry with this formula, charge and spin	0.0	kcal per mole
electronic energy	-7485.3796	hartree

Geometry as XYZ:
```
82
Properties=species:S:1:pos:R:3:forces:R:3:mulliken_charge:R:1
Os -0.574 0.738 0.512 1.13 0.40 0.53 0.391
C 0.983 -1.973 2.552 -0.08 -0.03 0.02 -0.726
C 0.438 -0.749 3.211 0.09 0.08 -0.08 0.994
C 0.431 -0.709 4.608 0.04 0.01 0.04 -0.869
C -0.089 0.360 5.297 0.00 0.00 -0.05 -0.926
C -0.601 1.428 4.564 0.04 0.01 0.06 -0.834
C -0.564 1.374 3.190 0.17 -0.11 -0.10 0.156
N -0.046 0.314 2.524 -0.48 -0.18 0.06 0.767
Sb -1.335 3.222 2.328 -0.11 -0.01 0.07 1.180
C -2.591 2.626 0.636 0.01 -0.07 -0.11 0.269
C -3.742 3.372 0.544 -0.04 0.02 0.01 -0.806
C -4.560 3.222 -0.576 0.00 -0.01 -0.01 -0.803
C -4.181 2.341 -1.561 -0.03 0.01 0.01 -0.978
C -3.016 1.585 -1.429 0.00 0.04 0.05 0.755
C -2.594 0.700 -2.551 -0.01 -0.01 0.00 -0.892
N -2.254 1.723 -0.325 -0.08 0.05 -0.06 0.390
C 0.245 3.626 0.952 0.09 -0.09 -0.16 -0.035
C 0.920 4.826 0.967 0.01 0.04 -0.02 -0.815
C 1.718 5.153 -0.130 0.00 -0.05 -0.01 -0.584
C 1.731 4.305 -1.216 0.00 0.05 0.00 -0.883
C 1.024 3.104 -1.181 -0.05 -0.11 0.01 0.771
C 0.953 2.220 -2.382 -0.01 0.08 0.03 -0.708
N 0.348 2.756 -0.074 -0.23 -0.13 -0.31 0.490
H 1.467 -2.595 3.302 -0.03 -0.01 -0.01 0.701
H 1.715 -1.734 1.795 0.10 0.08 -0.09 -0.468
H 0.192 -2.550 2.079 0.07 0.04 0.00 0.022
H 0.844 -1.556 5.138 -0.02 0.01 0.01 0.547
H -0.102 0.372 6.379 0.00 0.01 -0.01 0.481
H -1.021 2.290 5.066 0.00 0.00 0.01 0.535
H -4.004 4.078 1.322 0.00 0.00 0.00 0.552
H -5.466 3.806 -0.677 0.01 0.00 0.00 0.495
H -4.773 2.224 -2.460 0.01 0.00 0.01 0.611
H -3.454 0.175 -2.965 0.00 0.00 0.01 0.549
H -1.834 -0.015 -2.259 0.01 -0.01 0.02 -0.463
H -2.178 1.316 -3.353 -0.02 0.01 0.01 0.384
H 0.820 5.507 1.803 0.01 -0.01 0.00 0.549
H 2.284 6.076 -0.143 -0.02 0.00 0.00 0.475
H 2.281 4.559 -2.112 0.00 0.01 0.01 0.566
H 1.929 2.087 -2.848 0.00 0.03 0.03 0.419
H 0.297 2.688 -3.121 0.03 0.00 -0.01 0.422
H 0.544 1.241 -2.137 -0.02 0.05 0.02 -0.433
Se 2.047 0.531 0.468 -0.19 0.07 0.21 -0.204
P 2.085 -1.075 -1.036 -0.08 -0.05 0.22 -0.871
Se -0.104 -1.291 -0.926 -0.21 -0.08 -0.21 -0.209
C 2.672 -0.605 -2.648 0.03 -0.03 -0.11 0.980
C 4.015 -0.229 -2.751 0.00 -0.02 -0.01 -0.562
C 4.532 0.105 -3.990 -0.03 0.00 -0.03 -0.748
C 3.721 0.043 -5.121 0.02 0.01 0.02 -0.575
C 2.392 -0.346 -5.016 0.00 0.00 0.01 -0.665
C 1.858 -0.666 -3.777 0.04 0.00 -0.05 -0.173
C 2.997 -2.513 -0.514 0.09 -0.01 -0.04 1.319
C 2.835 -3.687 -1.256 -0.01 -0.03 -0.01 -0.551
C 3.592 -4.799 -0.938 0.01 0.00 0.01 -0.707
C 4.525 -4.734 0.093 0.00 0.01 -0.01 -0.541
C 4.699 -3.561 0.815 -0.02 -0.01 -0.03 -0.780
C 3.932 -2.445 0.516 -0.01 0.01 0.07 -0.184
H 4.658 -0.204 -1.878 -0.01 -0.01 0.00 0.453
H 5.569 0.398 -4.080 -0.01 0.00 0.00 0.467
H 4.134 0.292 -6.090 -0.01 -0.01 0.01 0.442
H 1.774 -0.405 -5.902 0.01 0.00 0.01 0.461
H 0.819 -0.962 -3.695 0.00 -0.01 0.01 0.400
H 2.131 -3.736 -2.080 0.00 0.02 0.00 0.396
H 3.468 -5.715 -1.500 0.00 0.01 0.00 0.451
H 5.125 -5.603 0.328 -0.01 0.01 0.00 0.434
H 5.435 -3.513 1.606 0.00 0.00 -0.01 0.463
H 4.070 -1.531 1.083 -0.01 0.00 -0.01 0.448
C -3.355 -2.339 -0.719 -0.06 -0.01 0.12 -0.694
O -3.389 -1.157 0.125 0.17 0.07 -0.22 -0.295
P -2.325 -0.692 1.198 -0.36 -0.13 -0.01 0.804
O -1.907 -1.972 1.994 -0.02 -0.15 -0.06 0.033
C -2.803 -3.028 2.460 0.01 0.07 0.03 -0.975
O -3.208 0.235 2.114 -0.02 0.04 0.13 -0.067
C -4.530 -0.104 2.627 0.06 0.01 -0.01 -0.850
H -4.392 -2.589 -0.923 -0.01 -0.01 0.01 0.281
H -2.867 -3.166 -0.207 0.03 0.03 -0.04 0.344
H -2.842 -2.112 -1.648 0.03 0.02 -0.03 0.254
H -2.384 -3.972 2.126 0.01 -0.01 0.00 0.302
H -3.804 -2.895 2.057 0.00 -0.01 0.00 0.414
H -2.821 -2.988 3.545 -0.01 0.00 0.01 0.307
H -4.964 0.826 2.978 0.00 0.01 0.00 0.329
H -4.428 -0.799 3.457 -0.01 0.00 0.00 0.297
H -5.140 -0.525 1.832 0.00 -0.01 -0.01 0.328
```
Forces are in eV/Å.